## a
The following is a DFT calculation (ωB97M-V/def2-TZVPD) of C4H7N3OS in the gas phase.

Computed properties:
E_HOMO: -8.70 eV
SMILES: CN1NC(=O)C=N[C@H]1S

```
! RIJCOSX wB97M-V def2-TZVPD def2/J DEFGRID3
* xyz 0 1
C 1.385 1.717 -0.424
C -0.066 2.041 -0.249
C 1.038 -0.584 -0.167
C -1.415 -1.409 -0.097
N 1.810 0.535 -0.344
N -0.763 0.840 -0.165
N -0.329 -0.482 -0.546
O -0.610 3.104 0.057
S 1.523 -0.895 1.651
H 2.129 2.433 -0.782
H 1.499 -1.302 -0.732
H -1.356 -1.539 0.941
H -2.401 -1.027 -0.273
H -1.426 -2.358 -0.684
H -1.786 0.911 -0.039
H 0.767 -1.984 1.853
*
```

=====

## b
The following is a DFT calculation (ωB97M-V/def2-TZVPD) of C4H7N3OS in the gas phase.

Computed properties:
E_HOMO: -7.12 eV
SMILES: Cc1[nH]c(=S)n(N)c1O

```
! RIJCOSX wB97M-V def2-TZVPD def2/J DEFGRID3
* xyz 0 1
C -0.746 -0.713 -0.058
C -0.453 0.703 0.052
C 1.500 -0.443 0.042
C -2.061 -1.371 -0.064
N 0.428 -1.417 -0.067
N 0.945 0.793 0.202
N 1.581 1.970 0.044
O -1.280 1.727 0.158
S 3.125 -0.751 -0.138
H -2.687 -1.183 -0.975
H -2.692 -1.132 0.694
H -1.745 -2.430 0.149
H 0.601 -2.381 -0.183
H 2.516 1.811 -0.398
H 1.908 2.384 0.971
H -0.940 2.430 -0.429
*
```

=====

Most stable structure: b